A | C3H4Si | the ωB97M-V functional and the def2-TZVPD basis

As for the highest occupied orbital energy (alpha / beta): -8.473 / -8.490 eV. The value obtained for the LUMO energy (alpha / beta) is -0.937 / -1.727 eV. As for the frontier orbital gap (alpha / beta): 7.54 / 6.76 eV.

Last column: natural (NBO) charge in e.
Element x y z (Å)
C (-0.34, -0.23, 0.29)  -0.7973
C (0.82, -0.61, -0.66)  -0.2987
C (0.78, 0.59, -0.29)  0.0588
Si (-2.10, -0.14, -0.29)  0.8210
H (-0.22, -0.81, 1.33)  0.2051
H (1.43, -1.20, -1.25)  0.2412
H (2.18, 2.41, -0.33)  0.0566
H (-2.55, -0.03, 1.20)  -0.2867

B | C3H4Si | the ωB97M-V functional and the def2-TZVPD basis

As for the highest occupied orbital energy: -8.904 eV. The value obtained for the LUMO energy is -0.434 eV. As for the frontier orbital gap: 8.47 eV.

Last column: natural (NBO) charge in e.
Element x y z (Å)
C (-0.41, 0.80, 0.24)  -0.6947
C (-0.40, -0.78, 0.16)  -0.6541
C (0.67, -0.07, -0.58)  -0.4039
Si (-2.14, 0.07, -0.06)  0.9032
H (-0.25, 1.36, 1.10)  0.2173
H (-0.07, -1.24, 1.06)  0.2095
H (1.69, 0.06, -0.25)  0.2087
H (0.92, -0.19, -1.66)  0.2140

Energies relative to the most stable structure, in eV: A 5.968; B 0.000.

A | C4H3O2S | the ωB97M-V functional and the def2-TZVPD basis

As for the highest occupied orbital energy: -3.392 eV. As for the SMILES: C=CC(=O)C([O-])=S. The value obtained for the LUMO energy is 3.418 eV. As for the frontier orbital gap: 6.81 eV. As for the total charge: -1.

Last column: natural (NBO) charge in e.
Element x y z (Å)
C (0.02, -0.36, 0.72)  -0.4685
C (1.20, -0.78, 0.19)  -0.2608
C (2.11, -0.26, -1.03)  0.4642
O (2.14, -0.77, -2.15)  -0.5254
C (3.09, 0.54, -0.36)  0.2053
O (3.92, 1.28, -1.01)  -0.6145
S (3.27, 0.32, 1.39)  -0.3637
H (-0.69, -0.96, 1.33)  0.1773
H (-0.47, 0.61, 0.70)  0.1769
H (1.13, -2.02, 0.04)  0.2091

B | C4H3O2S | the ωB97M-V functional and the def2-TZVPD basis

As for the highest occupied orbital energy: -2.217 eV. As for the SMILES: [O-]/C(O)=C/C=C=S. The value obtained for the LUMO energy is 3.358 eV. As for the frontier orbital gap: 5.57 eV. As for the total charge: -1.

Last column: natural (NBO) charge in e.
Element x y z (Å)
O (-1.69, -1.63, 1.18)  -0.7348
C (-0.87, -0.79, 0.70)  0.6745
O (-0.10, -0.18, 1.66)  -0.7305
C (-0.40, -0.67, -0.62)  -0.5519
C (0.57, 0.14, -1.12)  -0.3509
C (1.11, 1.10, -0.37)  -0.0740
S (1.68, 2.48, 0.27)  -0.1344
H (-0.28, 0.76, 1.67)  0.4731
H (-0.98, -1.26, -1.30)  0.1987
H (0.96, 0.05, -2.07)  0.2303

Energies relative to the most stable structure, in eV: A 0.243; B 0.000.

A | C2H4N4O2S | the ωB97M-V functional and the def2-TZVPD basis

As for the highest occupied orbital energy: -10.028 eV. As for the SMILES: c1cn[nH]n1.N=S(=O)=O. The value obtained for the LUMO energy is -0.450 eV. As for the frontier orbital gap: 9.58 eV.

Last column: natural (NBO) charge in e.
Element x y z (Å)
C (-2.59, -0.57, -0.64)  -0.1206
C (-2.23, -0.12, 0.64)  -0.0999
N (-0.91, 0.05, 0.72)  -0.2718
N (-0.51, -0.31, -0.54)  -0.1835
N (-1.47, -0.64, -1.35)  -0.2326
H (-3.73, -0.87, -0.93)  0.2301
H (-2.89, -0.05, 1.59)  0.2227
H (0.47, -0.18, -0.88)  0.4361
N (2.44, -0.27, -0.23)  -1.1388
S (2.73, 0.99, 0.46)  2.3630
O (2.04, 2.14, 0.07)  -0.8076
O (3.77, 0.96, 1.47)  -0.8315
H (2.89, -1.12, -0.37)  0.4342

B | C2H4N4O2S | the ωB97M-V functional and the def2-TZVPD basis

As for the highest occupied orbital energy: -9.365 eV. The value obtained for the LUMO energy is -0.326 eV. As for the frontier orbital gap: 9.04 eV.

Last column: natural (NBO) charge in e.
Element x y z (Å)
C (-0.80, 1.26, -0.62)  -0.0860
C (0.27, 1.57, 0.21)  -0.0973
N (-0.98, -0.04, -0.65)  -0.2450
N (0.04, -0.57, -0.01)  0.1781
N (0.78, 0.38, 0.56)  -0.3229
N (0.14, -1.88, 0.21)  -0.6077
O (2.87, -1.24, -0.20)  -0.9396
O (3.38, 1.16, -0.59)  -0.8593
S (3.11, 0.14, 0.33)  1.7185
H (-1.48, 1.98, -1.11)  0.2240
H (0.49, 2.45, 0.71)  0.2288
H (-0.07, -2.36, -0.69)  0.3858
H (1.24, -1.97, 0.40)  0.4226

Energies relative to the most stable structure, in eV: A 0.652; B 0.000.

A | C4H7I | the ωB97M-V functional and the def2-TZVPD basis

As for the highest occupied orbital energy: -9.119 eV. As for the SMILES: C[C@H]1C[C@@H]1I. The value obtained for the LUMO energy is 0.677 eV. As for the frontier orbital gap: 9.80 eV.

Last column: natural (NBO) charge in e.
Element x y z (Å)
C (0.86, -1.21, -0.22)  -0.6012
C (0.44, 0.18, 0.22)  -0.2643
C (-0.34, 1.07, -0.70)  -0.4189
C (-0.96, 0.36, 0.52)  -0.3578
I (-1.73, 1.37, 2.19)  0.0898
H (1.79, -1.15, -0.79)  0.2127
H (0.23, -1.81, -0.88)  0.2104
H (1.02, -1.84, 0.63)  0.2130
H (1.25, 0.60, 0.74)  0.2269
H (-0.28, 2.15, -0.60)  0.2253
H (-0.67, 0.85, -1.68)  0.2203
H (-1.61, -0.56, 0.56)  0.2438

B | C4H7I | the ωB97M-V functional and the def2-TZVPD basis

As for the highest occupied orbital energy (alpha / beta): -8.035 / -8.134 eV. The value obtained for the LUMO energy (alpha / beta) is 0.217 / 0.110 eV. As for the frontier orbital gap (alpha / beta): 8.25 / 8.24 eV.

Last column: natural (NBO) charge in e.
Element x y z (Å)
C (0.83, -1.05, 0.27)  -0.3059
C (-0.34, -0.08, 0.28)  -0.3569
C (0.59, 1.08, 0.55)  -0.3519
C (-1.17, 0.00, -1.06)  -0.6201
I (1.19, 1.48, 2.57)  0.1155
H (1.28, -1.58, 1.17)  0.2095
H (1.34, -1.47, -0.55)  0.1969
H (-1.03, -0.18, 1.14)  0.2316
H (1.44, 1.24, -0.17)  0.2177
H (-0.43, 0.43, -1.84)  0.2121
H (-1.80, 0.90, -0.99)  0.2160
H (-1.91, -0.79, -1.38)  0.2356

Energies relative to the most stable structure, in eV: A 0.000; B 2.458.

A | C2Cl3NO2 | the ωB97M-V functional and the def2-TZVPD basis

As for the highest occupied orbital energy: -10.216 eV. As for the SMILES: O=NC(Cl)(Cl)C(=O)Cl. The value obtained for the LUMO energy is -1.014 eV. As for the frontier orbital gap: 9.20 eV.

Last column: natural (NBO) charge in e.
Element x y z (Å)
O (0.80, 1.20, 1.80)  -0.2289
N (-0.30, 1.17, 1.33)  0.1675
C (-0.54, 0.16, 0.19)  -0.1446
Cl (-2.11, -0.44, 0.29)  0.1213
Cl (-0.24, 1.42, -1.06)  0.0285
C (0.43, -0.95, -0.64)  0.4384
O (-0.10, -1.72, -1.38)  -0.4817
Cl (2.06, -0.83, -0.51)  0.0995

B | C2Cl3NO2 | the ωB97M-V functional and the def2-TZVPD basis

As for the highest occupied orbital energy: -11.231 eV. The value obtained for the LUMO energy is -0.168 eV. As for the frontier orbital gap: 11.06 eV.

Last column: natural (NBO) charge in e.
Element x y z (Å)
C (0.39, -0.26, -0.14)  0.3135
C (-0.85, 0.36, 0.22)  -0.1380
N (0.81, -0.91, -1.21)  -0.1096
O (1.59, -0.17, 0.49)  -0.1787
O (2.14, -0.86, -0.62)  -0.0723
Cl (-0.84, 2.08, -0.04)  0.0902
Cl (-2.14, -0.43, -0.74)  0.0718
Cl (-1.09, 0.17, 2.03)  0.0231

Energies relative to the most stable structure, in eV: A 0.000; B 1.665.

A | C6H5N | the ωB97M-V functional and the def2-TZVPD basis

As for the highest occupied orbital energy: -8.864 eV. As for the SMILES: C1=CN[C@H]2C=C2C=1. The value obtained for the LUMO energy is -0.173 eV. As for the frontier orbital gap: 8.69 eV.

Last column: natural (NBO) charge in e.
Element x y z (Å)
C (1.46, 0.46, -0.62)  0.0507
C (1.23, -0.84, -0.75)  -0.0372
N (0.32, -1.41, 0.25)  -0.6424
C (-0.92, -0.58, -0.04)  -0.1042
C (-1.62, 0.54, 0.77)  -0.1846
C (-0.66, 0.88, -0.04)  -0.0084
C (0.69, 1.45, -0.17)  -0.2994
H (1.43, -1.44, -1.64)  0.2086
H (0.68, -1.23, 1.19)  0.3685
H (-1.48, -1.09, -0.83)  0.1858
H (-2.25, 0.89, 1.59)  0.2279
H (0.96, 2.34, 0.40)  0.2345

B | C6H5N | the ωB97M-V functional and the def2-TZVPD basis

As for the highest occupied orbital energy: -9.776 eV. As for the SMILES: C#CC#N.C=C=C. The value obtained for the LUMO energy is 0.284 eV. As for the frontier orbital gap: 10.06 eV.

Last column: natural (NBO) charge in e.
Element x y z (Å)
C (-2.18, 0.33, 1.34)  -0.0666
C (-1.78, 0.30, 0.18)  -0.1297
C (-1.97, 0.15, -1.20)  0.2207
N (-2.04, 0.05, -2.34)  -0.2599
H (-2.50, 0.35, 2.31)  0.2327
C (1.37, 0.37, 1.11)  -0.4937
C (1.42, -0.19, -0.04)  0.1080
C (1.58, -0.68, -1.22)  -0.4966
H (1.11, 1.37, 1.31)  0.2176
H (1.62, -0.11, 1.98)  0.2129
H (2.57, -0.76, -1.64)  0.2257
H (0.79, -1.19, -1.78)  0.2288

Energies relative to the most stable structure, in eV: A 1.496; B 0.000.

A | C6H5N | the ωB97M-V functional and the def2-TZVPD basis

As for the highest occupied orbital energy: -8.918 eV. As for the SMILES: C#C[C@@H]1N[C@@H]1C#C. The value obtained for the LUMO energy is 0.405 eV. As for the frontier orbital gap: 9.32 eV.

Last column: natural (NBO) charge in e.
Element x y z (Å)
C (1.39, -1.00, 1.76)  -0.2379
C (1.13, -0.31, 0.80)  -0.0207
C (0.85, 0.50, -0.36)  -0.1915
N (0.01, 1.72, -0.26)  -0.5481
C (-0.50, 0.65, -1.06)  -0.0672
C (-1.84, 0.09, -0.68)  -0.1292
C (-1.76, -1.07, -0.33)  -0.0766
H (1.61, -1.60, 2.61)  0.2409
H (1.72, 0.69, -0.99)  0.2282
H (-0.49, 1.68, 0.63)  0.3600
H (-0.44, 0.72, -2.13)  0.2143
H (-1.68, -2.07, -0.01)  0.2278

B | C6H5N | the ωB97M-V functional and the def2-TZVPD basis

As for the highest occupied orbital energy: -9.980 eV. As for the SMILES: C=CCC#CC#N. The value obtained for the LUMO energy is 0.595 eV. As for the frontier orbital gap: 10.57 eV.

Last column: natural (NBO) charge in e.
Element x y z (Å)
C (-1.79, -0.11, 0.47)  -0.3689
C (-1.01, 0.89, 0.04)  -0.1770
C (0.01, 0.88, -1.13)  -0.5070
C (1.07, 0.02, -0.57)  0.1727
C (1.86, -0.67, 0.00)  -0.1843
C (2.41, -1.60, 0.83)  0.2260
N (2.78, -2.19, 1.76)  -0.2658
H (-2.44, -0.13, 1.40)  0.2129
H (-2.08, -0.99, -0.08)  0.1951
H (-0.84, 1.74, 0.67)  0.2036
H (0.42, 1.81, -1.22)  0.2419
H (-0.39, 0.36, -2.15)  0.2506

Energies relative to the most stable structure, in eV: A 2.816; B 0.000.

A | C3H6N3O | the ωB97M-V functional and the def2-TZVPD basis

As for the highest occupied orbital energy (alpha / beta): -14.127 / -14.128 eV. The value obtained for the LUMO energy (alpha / beta) is -4.883 / -4.883 eV. As for the frontier orbital gap (alpha / beta): 9.24 / 9.25 eV. As for the total charge: +1.

Last column: natural (NBO) charge in e.
Element x y z (Å)
C (0.23, -1.38, 0.04)  0.0470
C (1.51, -1.73, 0.39)  -0.1192
C (-0.94, 0.81, -0.35)  -0.4316
N (1.35, 0.47, 0.24)  -0.2062
N (0.21, -0.05, -0.13)  -0.1007
N (2.23, -0.60, 0.50)  0.3147
O (3.36, -0.42, 0.93)  -0.3519
H (-0.69, -1.84, -0.21)  0.2696
H (1.91, -2.62, 0.77)  0.2820
H (-0.93, 1.05, -1.40)  0.2441
H (-1.77, 0.18, -0.03)  0.2448
H (-1.11, 1.69, 0.23)  0.2587
H (1.88, 1.72, 0.29)  0.5487

B | C3H6N3O | the ωB97M-V functional and the def2-TZVPD basis

As for the highest occupied orbital energy (alpha / beta): -13.669 / -14.019 eV. The value obtained for the LUMO energy (alpha / beta) is -6.319 / -5.927 eV. As for the frontier orbital gap (alpha / beta): 7.35 / 8.09 eV. As for the total charge: +1.

Last column: natural (NBO) charge in e.
Element x y z (Å)
C (0.34, -0.44, 1.72)  -0.1278
C (-0.62, -0.76, 0.82)  0.5786
C (1.17, 0.82, -0.06)  -0.1527
N (1.33, 0.31, 1.35)  -0.1896
N (0.09, 0.10, -0.75)  -0.1463
N (-0.47, 0.54, -1.88)  -0.5259
O (-1.41, -1.78, 0.69)  -0.5770
H (0.40, -0.85, 2.67)  0.2563
H (1.03, 1.97, 0.15)  0.2665
H (2.06, 0.54, -0.46)  0.2593
H (-2.17, -1.76, 0.19)  0.5282
H (-0.98, -0.23, -2.31)  0.4039
H (-0.77, 1.57, -2.12)  0.4265

Energies relative to the most stable structure, in eV: A 0.000; B 0.105.